1.
# C30H32AsMoN3O5S2Si

C30H32AsMoN3O5S2Si as an isolated structure at a distorted geometry (ωB97M-V with the def2-TZVPD basis set, the OMol25 dataset).

Kohn-Sham gap (spin up / spin down) in eV: 6.0 / 6.3
2S+1: 3
E_LUMO (spin up / spin down) in eV: -0.28 / -1.07
<S²>: 2.03
E in eV: -138577.095
Energy relative to the best compared isomer or geometry (same formula, charge and spin) in kcal/mol: 154.94
Largest force on an atom in hartree/bohr: 0.0693
Highest occupied orbital energy (spin up / spin down) in hartree: -0.231 / -0.270

Positions of all 75 atoms, in Å:
1 Mo 0.399 -0.641 -1.200
2 O -4.373 1.956 -2.619
3 C -3.104 1.587 -2.451
4 C -2.210 1.297 -3.519
5 C -0.857 1.050 -3.228
6 N -0.446 0.979 -1.915
7 C -1.218 1.536 -0.922
8 C -2.598 1.581 -1.128
9 C -0.642 2.488 0.063
10 O -0.754 2.534 1.245
11 O 0.279 3.221 -0.675
12 C 0.225 0.752 -4.391
13 O 0.231 -0.423 -4.794
14 O 0.950 1.729 -4.686
15 H -4.534 1.938 -3.648
16 H -2.544 1.186 -4.587
17 H -3.283 1.646 -0.261
18 S -0.724 -2.689 -1.790
19 C -0.286 -3.603 -0.279
20 C -0.607 -4.969 -0.331
21 C -0.111 -5.766 0.751
22 C 0.678 -5.254 1.746
23 C 0.694 -3.866 1.900
24 C 0.206 -3.000 0.920
25 As -0.119 -1.060 1.044
26 C 0.667 -0.792 2.847
27 C -0.010 -1.211 4.029
28 C 0.489 -0.756 5.265
29 C 1.631 0.012 5.296
30 C 2.376 0.359 4.156
31 C 1.898 -0.119 2.934
32 C -1.910 -0.753 1.867
33 C -2.737 -1.835 2.000
34 C -4.062 -1.823 2.462
35 C -4.484 -0.649 3.066
36 C -3.599 0.430 3.140
37 C -2.398 0.372 2.449
38 H -1.114 -5.368 -1.214
39 H -0.409 -6.819 0.784
40 H 1.363 -5.822 2.376
41 H 1.149 -3.490 2.793
42 H -0.852 -1.929 3.959
43 H 0.028 -1.020 6.237
44 H 1.888 0.344 6.297
45 H 3.376 0.794 4.169
46 H 2.473 0.073 2.009
47 H -2.482 -2.864 1.796
48 H -4.682 -2.685 2.332
49 H -5.517 -0.412 3.338
50 H -3.847 1.318 3.650
51 H -1.718 1.202 2.499
52 C 2.167 -2.930 -4.481
53 N 2.565 -1.731 -3.730
54 C 2.899 -1.822 -2.484
55 N 3.528 -2.925 -2.019
56 S 2.824 -0.539 -1.313
57 H 1.526 -2.598 -5.309
58 H 1.585 -3.555 -3.812
59 H 3.020 -3.436 -4.823
60 H 2.071 -0.827 -3.911
61 H 4.131 -3.500 -2.583
62 H 3.635 -2.952 -1.000
63 C 1.484 5.023 -2.610
64 Si 1.108 4.627 -0.777
65 C 2.602 4.373 0.347
66 C -0.203 5.900 -0.182
67 H 2.566 5.084 -2.761
68 H 0.875 5.923 -2.894
69 H 1.243 4.126 -3.184
70 H 3.057 3.367 0.331
71 H 2.304 4.288 1.401
72 H 3.430 5.152 0.250
73 H 0.100 6.845 -0.677
74 H -0.126 5.896 0.890
75 H -1.163 5.441 -0.450

Forces on atoms 1 to 3 (eV/Å):
Mo 0.117 -0.114 -2.498
O -0.972 -0.343 -3.389
C 1.827 -0.682 0.628



2.
# C57H130AsF8N2O36S11

C57H130AsF8N2O36S11 as an isolated structure at a distorted geometry (ωB97M-V with the def2-TZVPD basis set, the OMol25 dataset).

Kohn-Sham gap in eV: 5.0
E_LUMO in eV: -5.32
E in eV: -339654.227
Net charge: +1
Largest force on an atom in hartree/bohr: 0.1076
Highest occupied orbital energy in hartree: -0.379

Positions of all 245 atoms, in Å:
1 C -25.731 -9.746 -7.186
2 C -24.682 -10.194 -6.235
3 C -25.431 -10.125 -4.818
4 O -25.675 -8.794 -4.253
5 C -25.852 -8.669 -2.833
6 N -24.184 -11.573 -6.422
7 H -23.893 -11.816 -7.358
8 H -23.300 -11.750 -5.967
9 H -24.721 -12.408 -6.234
10 H -26.122 -8.769 -6.902
11 H -26.640 -10.344 -7.258
12 H -25.370 -9.689 -8.213
13 H -23.778 -9.590 -6.321
14 H -24.790 -10.579 -4.062
15 H -26.358 -10.698 -4.850
16 H -24.957 -8.878 -2.247
17 H -26.693 -9.207 -2.397
18 H -25.925 -7.605 -2.609
19 C -28.533 -12.436 -5.162
20 C -28.364 -13.569 -4.111
21 C -29.031 -14.880 -4.477
22 O -28.881 -15.883 -3.460
23 C -28.435 -17.085 -4.023
24 N -26.932 -13.818 -3.789
25 H -26.752 -14.808 -3.709
26 H -26.401 -13.638 -4.629
27 H -26.442 -13.367 -3.029
28 H -28.386 -11.429 -4.771
29 H -29.548 -12.471 -5.558
30 H -27.827 -12.581 -5.979
31 H -28.623 -13.261 -3.098
32 H -28.763 -15.268 -5.459
33 H -30.114 -14.839 -4.591
34 H -27.704 -16.941 -4.818
35 H -29.309 -17.532 -4.498
36 H -28.046 -17.631 -3.164
37 As -30.038 -5.740 -5.493
38 F -31.291 -7.003 -5.633
39 F -30.841 -5.138 -3.970
40 F -28.810 -4.450 -5.352
41 F -29.309 -6.387 -6.983
42 F -31.127 -4.747 -6.503
43 F -29.005 -6.853 -4.506
44 C -33.425 -2.439 -1.854
45 C -32.954 -2.329 -0.420
46 C -31.384 -2.259 -0.611
47 O -31.174 -2.748 -1.952
48 C -32.170 -2.272 -2.833
49 H -34.186 -1.701 -2.107
50 H -33.806 -3.451 -1.994
51 H -33.227 -3.151 0.242
52 H -33.352 -1.523 0.197
53 H -30.826 -2.962 0.007
54 H -30.967 -1.304 -0.291
55 H -32.328 -2.856 -3.740
56 H -32.043 -1.229 -3.120
57 O -25.576 -7.006 -9.124
58 S -25.298 -7.714 -10.314
59 O -25.718 -9.078 -10.479
60 O -25.728 -6.770 -11.628
61 C -25.435 -7.431 -12.832
62 C -25.891 -6.452 -13.918
63 C -23.512 -7.668 -10.489
64 H -26.018 -8.345 -12.950
65 H -24.355 -7.577 -12.841
66 H -25.184 -5.623 -13.934
67 H -26.919 -6.147 -13.720
68 H -25.859 -7.011 -14.854
69 H -23.283 -8.490 -11.168
70 H -23.096 -7.969 -9.527
71 H -23.104 -6.748 -10.908
72 O -30.014 -9.715 1.319
73 S -31.096 -9.164 2.173
74 O -30.816 -8.918 3.585
75 O -31.814 -7.864 1.527
76 C -31.286 -7.261 0.413
77 C -32.425 -6.268 0.081
78 C -32.606 -10.278 2.068
79 H -31.304 -8.009 -0.379
80 H -30.309 -6.851 0.669
81 H -33.296 -6.922 0.042
82 H -32.444 -5.711 -0.855
83 H -32.594 -5.497 0.833
84 H -32.322 -11.101 2.723
85 H -32.726 -10.525 1.013
86 H -33.426 -9.722 2.522
87 O -30.641 -12.072 -0.218
88 S -31.504 -12.087 -1.429
89 O -32.868 -11.452 -1.410
90 O -30.607 -11.432 -2.720
91 C -30.161 -10.070 -2.494
92 C -31.131 -9.141 -3.104
93 C -31.686 -13.790 -2.018
94 H -29.179 -9.986 -2.958
95 H -30.066 -9.698 -1.474
96 H -30.778 -8.129 -2.904
97 H -32.188 -9.290 -2.882
98 H -30.885 -9.248 -4.161
99 H -30.768 -14.325 -1.776
100 H -31.909 -13.773 -3.085
101 H -32.551 -14.220 -1.513
102 O -29.000 1.058 -6.686
103 S -28.956 1.371 -8.140
104 O -28.718 2.681 -8.752
105 O -28.018 0.224 -8.872
106 C -26.574 0.434 -8.875
107 C -25.950 -0.690 -9.794
108 C -30.502 0.640 -8.896
109 H -26.131 0.350 -7.883
110 H -26.226 1.364 -9.324
111 H -25.988 -1.620 -9.227
112 H -24.865 -0.621 -9.877
113 H -26.374 -0.704 -10.798
114 H -31.187 1.484 -8.804
115 H -30.775 -0.259 -8.343
116 H -30.176 0.352 -9.895
117 O -31.167 -10.467 -9.445
118 S -30.063 -10.729 -8.550
119 O -29.652 -12.149 -8.290
120 O -28.751 -9.945 -9.177
121 C -28.933 -8.683 -9.906
122 C -29.106 -8.952 -11.511
123 C -30.148 -9.747 -6.976
124 H -28.030 -8.090 -9.758
125 H -29.893 -8.237 -9.650
126 H -29.845 -9.731 -11.697
127 H -28.168 -9.378 -11.868
128 H -29.405 -8.101 -12.124
129 H -29.217 -9.708 -6.411
130 H -30.866 -10.327 -6.397
131 H -30.553 -8.777 -7.265
132 O -27.513 -1.481 -2.046
133 S -28.530 -0.742 -2.857
134 O -29.752 -0.081 -2.325
135 O -27.800 0.576 -3.584
136 C -26.610 0.412 -4.334
137 C -25.893 1.746 -4.094
138 C -29.016 -1.703 -4.323
139 H -26.720 0.055 -5.358
140 H -25.919 -0.299 -3.882
141 H -25.020 1.697 -4.745
142 H -25.439 2.040 -3.147
143 H -26.671 2.482 -4.294
144 H -29.450 -0.938 -4.966
145 H -29.529 -2.582 -3.932
146 H -28.151 -2.164 -4.799
147 O -35.772 -7.753 -3.168
148 S -35.429 -6.592 -4.033
149 O -35.863 -6.508 -5.414
150 O -36.015 -5.207 -3.314
151 C -36.156 -4.022 -4.134
152 C -36.848 -3.194 -3.050
153 C -33.620 -6.264 -3.844
154 H -36.808 -4.188 -4.991
155 H -35.278 -3.425 -4.381
156 H -37.821 -3.558 -2.722
157 H -37.033 -2.157 -3.331
158 H -36.108 -3.127 -2.252
159 H -33.401 -5.593 -4.674
160 H -32.974 -7.137 -3.940
161 H -33.229 -5.733 -2.976
162 O -34.315 -6.326 -11.172
163 S -33.032 -6.977 -11.366
164 O -32.214 -6.725 -12.469
165 O -32.209 -6.836 -9.965
166 C -32.841 -6.346 -8.769
167 C -33.631 -7.290 -7.826
168 C -33.361 -8.803 -11.503
169 H -33.472 -5.504 -9.053
170 H -32.060 -5.806 -8.234
171 H -33.865 -6.720 -6.927
172 H -33.109 -8.153 -7.415
173 H -34.513 -7.663 -8.346
174 H -33.304 -9.096 -10.455
175 H -32.346 -9.070 -11.798
176 H -34.276 -8.975 -12.071
177 O -32.877 -1.276 -11.148
178 S -31.962 -2.208 -11.842
179 O -30.988 -1.619 -12.812
180 O -31.191 -3.026 -10.617
181 C -30.003 -3.783 -10.774
182 C -29.139 -3.949 -9.521
183 C -32.858 -3.514 -12.619
184 H -29.502 -3.350 -11.639
185 H -30.432 -4.767 -10.960
186 H -29.183 -3.021 -8.952
187 H -28.120 -3.808 -9.882
188 H -29.332 -4.750 -8.807
189 H -33.116 -3.170 -13.620
190 H -33.736 -3.748 -12.016
191 H -32.224 -4.386 -12.777
192 O -25.890 -2.268 -6.341
193 S -24.985 -3.352 -6.611
194 O -23.986 -3.243 -7.684
195 O -24.317 -3.963 -5.263
196 C -24.692 -3.436 -4.010
197 C -26.013 -3.972 -3.550
198 C -26.049 -4.839 -7.021
199 H -24.627 -2.357 -4.146
200 H -23.981 -3.721 -3.234
201 H -26.830 -3.671 -4.206
202 H -26.166 -3.514 -2.574
203 H -25.958 -5.059 -3.614
204 H -26.455 -5.284 -6.113
205 H -25.407 -5.535 -7.562
206 H -26.862 -4.521 -7.674
207 O -33.964 -3.252 -6.505
208 S -34.621 -2.060 -7.039
209 O -35.920 -1.655 -6.465
210 O -33.600 -0.708 -7.070
211 C -32.816 -0.625 -5.860
212 C -32.119 0.716 -5.843
213 C -34.814 -2.270 -8.857
214 H -32.174 -1.504 -5.806
215 H -33.580 -0.589 -5.083
216 H -31.582 0.630 -4.898
217 H -32.745 1.571 -5.586
218 H -31.603 0.755 -6.802
219 H -35.840 -2.636 -8.897
220 H -33.990 -2.917 -9.158
221 H -34.790 -1.257 -9.259
222 F -32.009 -12.225 -5.955
223 C -33.210 -11.815 -6.483
224 C -33.581 -12.315 -7.769
225 C -34.779 -11.917 -8.267
226 C -35.747 -11.190 -7.470
227 C -35.389 -10.857 -6.145
228 C -34.051 -11.007 -5.755
229 H -32.841 -12.918 -8.274
230 H -35.011 -12.180 -9.288
231 H -36.653 -11.008 -8.030
232 H -36.184 -10.342 -5.625
233 H -33.746 -10.792 -4.742
234 F -26.653 -4.455 1.780
235 C -27.200 -5.184 0.775
236 C -27.388 -6.500 0.829
237 C -28.004 -7.168 -0.248
238 C -28.404 -6.452 -1.333
239 C -28.227 -5.116 -1.419
240 C -27.658 -4.471 -0.334
241 H -27.048 -7.034 1.704
242 H -28.157 -8.237 -0.255
243 H -28.943 -7.036 -2.064
244 H -28.571 -4.528 -2.257
245 H -27.625 -3.398 -0.217

Forces on atoms 1 to 3 (eV/Å):
C -0.381 0.012 -1.893
C -2.253 1.656 2.196
C 1.566 1.143 2.054